[1]
111
Properties=species:S:1:pos:R:3:forces:R:3 method="wB97M-V/def2-TZVPD" total_charge=+1 homo_lumo_gap_ev=8.37 e_homo_ev=-11.38
S 1.9154 5.3442 0.1710 0.7 -1.7 -1.0
F 6.1434 0.7523 2.9453 -0.6 0.7 -0.7
O 6.6722 3.8377 -5.8246 -0.1 -0.1 0.3
O -9.0538 -0.8249 0.7818 0.2 0.1 0.5
O 6.6196 1.8585 -4.7261 -0.1 0.1 0.1
O -7.3155 0.4341 1.0674 0.0 -0.1 -0.1
O -9.8426 -2.3652 -2.9408 0.0 0.1 -0.1
O 1.2322 -2.9065 3.8457 -0.7 0.2 -1.0
O -7.5429 -1.4120 2.3625 0.1 0.1 -0.1
O -9.0037 -0.2971 -3.3273 0.0 -0.1 -0.2
O 6.2478 3.8461 -3.7024 0.0 0.0 -0.1
O -10.2374 -1.2131 -4.8514 0.1 0.0 0.2
O -3.1531 2.9068 1.9025 0.8 -0.5 0.3
N 2.3585 -1.8257 -2.3950 -0.1 0.5 0.8
N 3.9816 -0.2115 -1.8864 -0.1 0.6 1.0
N -2.8553 2.1625 -0.2498 0.9 -0.3 0.4
N 2.7272 2.7239 -0.4489 -0.8 0.0 0.3
N 1.6825 0.3738 -1.8895 -0.4 -0.1 1.2
N 1.0478 -3.4816 1.5680 -0.5 0.5 0.9
N 1.2175 1.2871 1.0632 -1.7 -1.4 -0.8
C -9.8237 -1.9804 1.1275 -0.4 -0.4 0.0
C -0.3161 -3.1073 1.3700 -3.4 0.0 -1.8
C -3.1592 -2.5683 0.6307 1.8 -0.2 0.5
C -1.2642 1.3902 1.6733 -0.3 -0.1 -0.2
C 2.3044 0.0051 4.5495 1.8 0.9 0.5
C -7.9335 -0.6778 1.4931 -0.3 -0.1 0.0
C -2.2540 -3.2203 -0.3072 0.8 0.4 1.5
C 0.0666 2.1970 1.4211 -1.0 1.0 -0.7
C -2.6352 -2.1539 1.9118 1.4 -1.0 -1.4
C -2.5004 2.2085 1.1688 -0.6 0.5 -0.2
C 3.6570 0.9136 1.2857 -0.5 0.4 -1.0
C -8.3785 -0.3516 -2.0442 0.0 0.1 0.2
C 6.9724 3.1284 -7.0284 0.1 -0.1 -0.4
C 5.1010 0.9756 0.6752 -0.3 0.0 -0.7
C 6.0651 3.1380 -2.4813 -0.1 -0.1 0.3
C -11.0234 -2.3115 -5.3146 -0.2 -0.2 -0.2
C -0.8822 -3.4764 0.0509 -0.7 0.6 0.9
C 7.5876 0.7966 1.0459 -0.5 -0.5 0.0
C 2.6533 -0.6505 -1.4609 0.1 -1.5 -3.1
C 3.2575 -2.7689 2.6463 0.4 -1.3 -0.5
C 2.3790 3.8874 -0.2943 -0.4 1.1 0.7
C 6.5239 3.0595 -4.7516 0.1 0.2 -0.2
C 3.4582 0.5963 4.9944 -1.4 0.1 -0.5
C 3.7916 -1.4162 2.0798 0.2 0.6 0.5
C -6.0949 0.7159 1.7462 0.3 0.2 0.1
C 2.5411 1.9233 0.7866 1.5 2.3 2.0
C -1.2314 -2.4290 2.2561 -0.4 0.0 -0.6
C 2.8223 -0.4514 1.2815 1.8 0.0 1.9
C 1.5176 0.7284 3.4258 -1.0 -0.4 2.2
C -9.7082 -1.3903 -3.6366 0.0 0.2 -0.1
C 6.2455 1.3587 1.6765 1.7 -0.5 -2.0
C 1.5002 0.0911 2.0044 0.8 0.1 -0.5
C 1.7208 -3.0146 2.7427 1.7 -0.2 1.5
C 2.4822 -1.2389 -0.0375 -0.4 0.5 0.1
H -9.2518 -2.8910 0.9492 0.0 0.1 0.1
H 4.2999 0.0371 5.4504 -1.0 0.6 0.4
H -11.8745 -2.4813 -4.6545 0.1 -0.1 0.0
H 0.9797 -0.0582 -2.4923 0.5 0.3 0.1
H -2.9098 3.1390 -0.5602 -0.3 -0.5 0.1
H 8.4140 0.7613 1.7990 -0.7 0.5 -0.7
H 1.3979 -1.5489 0.0388 1.0 0.3 -0.3
H -2.5852 -3.5471 -1.3222 0.2 0.4 1.1
H 4.6920 -0.9387 -1.8199 -0.3 0.1 0.0
H -10.7030 -1.9923 0.4863 0.2 0.2 -0.1
H 3.6795 -3.6171 2.0277 -0.5 0.8 0.4
H 1.9970 -0.9123 5.0921 0.1 0.2 -1.5
H 5.0824 1.7182 -0.1839 0.3 -0.8 1.0
H -11.3972 -2.0536 -6.3036 0.1 0.2 0.1
H -5.6836 1.6316 1.3231 -0.3 0.0 -0.1
H -0.2390 -3.9872 -0.7078 -0.5 0.5 0.9
H 1.1563 -4.4971 1.5022 0.2 0.4 -0.3
H 7.4377 -0.2726 0.7178 0.0 1.0 0.4
H -1.4580 1.1785 2.7551 0.4 0.1 -1.0
H 3.0384 -2.2154 -0.0189 -0.4 1.1 0.0
H 6.1637 2.4428 -7.2831 0.1 -0.1 0.1
H 5.8467 3.8650 -1.6997 0.0 0.2 -0.2
H 0.4478 0.7909 3.7853 0.9 -0.1 -0.6
H 0.7597 0.7774 0.2793 1.3 0.5 -0.7
H -0.1194 2.8070 0.4905 0.4 -0.6 0.8
H -10.4150 -3.2126 -5.3969 -0.1 0.0 0.2
H -3.7864 1.7408 -0.3387 0.4 0.2 0.0
H 4.2512 -0.8265 2.9138 -0.6 -0.7 -0.7
H 6.9765 2.6023 -2.2103 -0.1 -0.1 -0.1
H 6.3685 2.4707 1.7108 -0.4 -0.8 0.8
H -0.8763 -2.0947 3.2499 -0.3 -0.4 -0.7
H -5.3745 -0.0912 1.5944 -0.1 -0.1 0.1
H -3.2736 -1.6551 2.6777 0.6 -0.5 -0.8
H -10.1509 -1.9276 2.1660 0.2 0.0 0.0
H 7.0696 3.8621 -7.8260 -0.1 0.1 0.2
H 0.3211 2.9321 2.2169 -0.1 -0.9 -0.4
H 3.9466 0.1217 -2.8508 -0.1 -0.4 0.3
H -1.2515 0.4252 1.0891 0.0 0.9 0.6
H 7.9163 2.5912 -6.9332 -0.1 -0.1 0.1
H 5.2216 2.4493 -2.5580 0.1 -0.1 0.0
H 0.6730 -0.6283 1.7923 0.5 0.6 0.7
H 4.6532 -1.6311 1.3869 -0.9 0.2 0.6
H 3.0879 -2.5273 -2.2319 -0.6 0.0 -0.1
H -4.2220 -2.4053 0.3594 0.9 -0.1 0.3
H -7.6641 -1.1762 -1.9988 -0.2 -0.1 0.0
H 1.8741 1.7962 3.4486 -0.1 -1.1 -0.4
H 1.4361 -2.2011 -2.1561 0.4 -0.4 -0.1
H 5.4076 0.0025 0.2095 -0.6 0.9 0.5
H 3.8655 1.3144 2.3190 -0.8 -1.3 -0.6
H 2.5524 2.7301 1.5803 -0.1 -0.9 -0.6
H 2.1204 1.1630 -2.3580 -0.1 -0.3 0.2
H 3.6965 -2.9372 3.6666 -0.7 0.3 -0.9
H 7.8634 1.3529 0.1129 -0.1 -0.3 1.0
H 3.4911 1.7146 4.9064 0.8 -1.2 -0.5
H -9.1231 -0.4444 -1.2557 0.2 -0.1 -0.3
H -6.2734 0.8764 2.8096 0.1 -0.1 0.0
H -7.8369 0.5819 -1.8989 -0.1 0.0 -0.2

---

[2]
99
Properties=species:S:1:pos:R:3:forces:R:3 method="wB97M-V/def2-TZVPD" total_charge=+1 spin_multiplicity=8 homo_lumo_gap_ev="4.62 / 5.19" e_homo_ev="-7.15 / -9.98" s_squared=15.830 de_lowest_kj_mol=600.13
Gd 0.1996 -0.0626 0.6368 0.4 -0.7 -0.3
S -0.8117 -2.0793 4.8410 -0.4 -0.4 0.9
Si 0.2496 2.1161 -2.3655 -0.1 -0.4 -0.4
O -0.9343 -1.9072 -3.3934 -0.6 0.6 -0.2
O 0.5054 -2.3565 -1.1333 0.4 -0.4 -1.3
N 1.6441 1.1869 2.0363 0.4 1.5 0.5
N -1.1889 1.4566 1.8360 0.6 1.1 1.3
N -0.5434 -1.5721 2.1191 -0.6 -1.2 2.2
C 2.9814 -0.2389 3.5705 0.0 0.4 -0.8
C -1.0036 -1.9711 -5.8235 0.2 -0.2 -0.3
C -4.1425 0.5506 3.8923 0.1 0.1 -0.3
C -5.0545 0.1828 2.8990 0.1 0.0 0.1
C -0.6852 -1.8145 3.2923 0.4 0.7 -2.8
C 1.8052 -2.5163 -1.8290 -0.6 0.0 0.5
C -2.9988 0.7917 -0.2292 0.1 0.0 -0.5
C -0.9026 2.7581 2.0418 -2.1 -1.0 -0.4
C -0.1642 -4.5750 -2.1236 -0.2 -0.3 -0.3
C -3.3913 0.6155 1.2039 0.2 0.1 0.3
C 4.8804 -0.6319 1.5352 -0.1 -0.1 0.1
C -4.6777 0.2150 1.5575 0.1 0.0 0.3
C 1.5364 2.4344 2.5384 1.6 -1.6 0.0
C -0.2506 -3.6016 -0.9693 0.5 0.2 0.6
C -1.3722 2.7754 -3.0541 0.1 0.2 -0.1
C 3.5410 0.7267 -0.1030 0.1 0.3 -0.3
C 3.7505 0.1376 1.2662 -0.5 0.1 0.5
C -2.0441 3.7506 1.9922 -0.1 0.3 0.1
C -0.4191 -1.2179 -4.6687 -0.7 -0.2 0.8
C 4.0984 -1.0351 3.7810 0.4 0.0 -0.3
C -3.1231 -2.9814 -3.5124 -0.3 -0.3 -0.1
C 0.7999 3.3584 -1.0633 0.2 0.2 0.0
C 2.7312 3.0505 3.2199 0.0 0.5 0.3
C 5.0546 -1.2253 2.7851 0.0 0.0 0.1
C 2.8093 0.3680 2.3040 0.3 0.2 0.0
C 2.7814 -3.2391 -0.9319 0.3 -0.2 0.0
C -1.8899 1.4342 4.6135 0.1 -0.2 0.4
C -2.4519 -1.7437 -3.0190 1.3 -0.2 -0.5
C 0.3710 3.2089 2.4266 0.3 -0.1 -0.4
C 2.0240 -0.0773 4.6984 -0.3 0.0 0.6
C 1.5918 2.1435 -3.6970 0.0 0.2 0.0
C -0.0402 0.3810 -1.7905 0.4 0.5 -0.3
C -2.4854 0.9905 2.2068 -0.6 0.5 -0.5
C -2.8617 0.9917 3.5631 0.2 -0.1 -0.5
H -0.9346 -0.0352 -2.2536 -0.1 0.6 0.2
H 2.4685 -4.2787 -0.7691 0.1 0.2 0.0
H 2.9963 2.4884 4.1345 -0.1 0.3 -0.4
H -0.6789 -4.1946 -3.0139 0.4 -0.2 0.2
H -2.6780 3.6863 2.8951 0.2 0.1 -0.4
H -0.6679 -5.5106 -1.8458 0.2 0.2 0.1
H -4.4140 0.5222 4.9467 -0.1 0.0 -0.3
H 2.9395 1.6488 -0.0661 0.3 -0.4 0.0
H 1.6463 -3.0585 -2.7787 0.1 0.3 0.4
H 3.6166 3.0666 2.5541 -0.4 -0.1 0.3
H 0.4387 4.2560 2.7263 0.0 -0.3 -0.1
H -1.1569 3.5250 -3.8279 -0.2 -0.1 0.2
H 0.6683 -1.2997 -4.5905 -0.3 0.0 0.1
H -6.0618 -0.1215 3.1834 0.3 0.0 -0.1
H -1.9845 1.9800 -3.4993 0.1 0.2 0.1
H -0.6352 -1.5261 -6.7488 -0.1 0.0 0.0
H 2.8850 -2.7433 0.0421 -0.1 -0.1 -0.2
H 1.5026 -1.0291 4.8871 0.2 0.4 0.0
H 4.5045 0.9818 -0.5689 -0.3 -0.1 0.1
H -1.2861 -3.2882 -0.7883 0.2 0.0 0.0
H 1.7149 3.1786 -4.0439 0.1 -0.2 -0.1
H -3.5999 0.1517 -0.8862 0.0 0.2 0.1
H -0.6782 -3.0150 -5.8112 -0.1 0.1 0.0
H 5.6265 -0.7413 0.7470 -0.1 -0.1 0.2
H -2.7145 -3.8809 -3.0448 -0.1 0.2 0.0
H 1.1548 4.2693 -1.5765 -0.1 -0.3 0.2
H -3.1331 1.8343 -0.5632 0.0 -0.3 0.1
H -1.7581 2.5241 4.6430 -0.1 -0.2 0.0
H -3.0245 -3.0790 -4.5947 -0.2 -0.1 0.3
H -1.9353 0.5619 -0.4260 -0.7 0.2 0.0
H 2.5724 0.1884 5.6171 -0.2 -0.1 -0.3
H -5.3796 -0.0431 0.7650 0.1 0.0 0.2
H -2.0933 -1.9416 -5.8237 0.2 0.2 -0.2
H 0.8725 -4.8193 -2.3880 -0.4 -0.1 0.1
H 0.1174 -4.0527 -0.0428 -0.2 -0.1 -0.1
H -0.0248 3.6451 -0.4025 0.0 0.0 -0.1
H -1.9464 3.2585 -2.2526 0.0 -0.1 -0.2
H 1.6238 3.0069 -0.4323 -0.1 0.1 -0.1
H 1.2485 0.6739 4.5294 0.2 -0.1 0.0
H 0.8121 -0.2333 -2.1036 0.1 0.2 -0.1
H 3.7757 -3.2590 -1.3945 -0.2 0.0 0.0
H -0.8946 0.9926 4.4556 -0.4 0.1 0.0
H 2.1617 -1.5033 -2.0787 -0.3 -0.4 0.2
H -2.7542 -0.8144 -3.5099 0.0 -0.2 0.2
H -2.6944 3.5562 1.1227 0.2 0.0 0.3
H -0.4074 -1.5631 -2.6146 0.1 -0.2 0.1
H -2.2613 1.0978 5.5885 0.2 0.2 -0.1
H -1.6575 4.7743 1.9090 -0.1 -0.2 0.0
H -2.4754 -1.6507 -1.9268 0.2 0.1 -0.4
H 2.4814 4.0882 3.5054 0.3 -0.5 -0.1
H 4.2111 -1.4786 4.7710 0.1 0.0 -0.3
H -0.7359 -0.1707 -4.5965 0.2 -0.2 0.0
H 1.3446 1.5234 -4.5706 0.0 0.1 0.2
H 5.9356 -1.8330 2.9981 -0.2 0.2 -0.1
H 2.5625 1.8087 -3.3002 -0.2 0.1 -0.1
H -4.1812 -2.9171 -3.2476 0.0 0.0 -0.1
H 3.0475 0.0147 -0.7893 0.1 0.2 0.2